[1]
12
Properties=species:S:1:pos:R:3 method="wB97M-V/def2-TZVPD" homo_energy_ev="-14.968 / -14.991" charge=+1 smiles="CC1=CC=[N+]=C1Br" homo_lumo_gap_ev="6.4530 / 6.4639" e_above_lowest_kj_mol=404.23
C 1.0079 0.5297 1.2563
C 0.2373 0.0424 0.1464
C 0.5041 -0.0746 -1.2607
C -0.6158 -0.6327 -1.8136
N -1.5925 -0.8735 -0.8332
C -1.1757 -0.4377 0.2624
Br -2.4446 -0.0459 1.9903
H 0.4126 0.0757 2.2609
H 1.0855 1.6734 1.3248
H 2.0386 0.2168 1.4017
H 1.3990 0.3158 -1.8479
H -0.8564 -0.7894 -2.8875


[2]
15
Properties=species:S:1:pos:R:3 method="wB97M-V/def2-TZVPD" homo_energy_ev="-5.999 / -9.462" spin_multiplicity=3 homo_lumo_gap_ev="6.6057 / 7.3801"
C 1.2354 0.1179 0.4939
C 0.1467 -0.7734 0.3035
C 1.1866 2.2710 1.6312
C -1.8743 1.6320 -0.9565
C 0.5316 -1.9670 -0.5843
N -1.0714 -0.4479 0.5961
N 1.1732 1.2793 1.0723
O -2.4935 2.1826 -0.1937
O -1.3754 1.0614 -1.7892
Br -2.4775 -1.6160 0.3812
H 2.1053 -0.0411 0.0540
H 0.3035 -2.9957 -0.1912
H 0.1760 -1.8956 -1.5308
H 1.5633 -2.0672 -0.6077
H 0.8704 3.2597 1.3210


[3]
14
Properties=species:S:1:pos:R:3 method="wB97M-V/def2-TZVPD" homo_energy_ev=-3.687 charge=-1 homo_lumo_gap_ev=7.0332 e_above_lowest_kj_mol=126.16
C 2.1254 -1.2439 -0.3353
C 2.6566 -0.0645 -0.1996
C 0.6802 -1.2232 -0.5088
C 1.0990 0.8185 0.6858
C -1.1472 0.3669 -0.2366
N 0.1213 -0.1206 0.1150
O 0.9440 2.0161 0.6148
O 0.0131 -2.0066 -1.1810
Br 4.5639 0.1508 0.0522
H 2.6936 -2.2712 -0.4993
H 1.6524 0.3863 1.5596
H -1.6365 -0.3563 -0.9429
H -1.7848 0.3686 0.6201
H -1.1081 1.4248 -0.6769


[4]
13
Properties=species:S:1:pos:R:3 method="wB97M-V/def2-TZVPD" homo_energy_ev="-7.942 / -7.944" homo_lumo_gap_ev="6.7877 / 6.7942" e_above_lowest_kj_mol=391.48
C -1.4475 0.3250 -0.4339
C -0.6341 1.4460 0.0313
C 0.9226 -0.6437 1.1215
C -0.9941 -0.8271 -0.8463
C 1.5486 -0.0398 -0.0452
O -0.1688 -0.2182 1.5531
S 1.0191 1.6419 -0.3317
Br 3.2437 -0.4255 -0.8162
H -2.4451 0.4039 -0.1389
H -0.8959 2.3982 0.3270
H 1.4945 -1.4478 1.5849
H 0.0423 -1.0122 -0.8789
H -1.6855 -1.6007 -1.1268


[5]
14
Properties=species:S:1:pos:R:3 method="wB97M-V/def2-TZVPD" homo_energy_ev="-10.393 / -12.291" charge=+1 spin_multiplicity=3 homo_lumo_gap_ev="6.2111 / 7.8157"
O -0.2986 2.2528 -0.1335
C -1.0742 1.2762 -0.2364
O -1.3767 0.5531 0.8557
Ce 2.0256 2.3015 -0.0446
H -1.8252 1.2842 -1.0469
O 2.9025 -0.8994 0.6993
C 1.9240 -0.1981 0.0188
C 0.8386 -0.8188 -0.3906
C -0.4876 -0.8963 -0.7036
C -1.5268 -0.8160 0.4060
H 3.6128 -0.2979 0.9329
H -0.8152 -1.3283 -1.6554
H -2.5454 -0.9596 0.0165
H -1.3538 -1.4532 1.2818


[6]
11
Properties=species:S:1:pos:R:3 method="wB97M-V/def2-TZVPD" homo_energy_ev="-8.144 / -8.771" homo_lumo_gap_ev="8.1273 / 7.9801" e_above_lowest_kj_mol=431.32
C -1.5987 -0.6994 2.3892
C -0.6067 -0.2461 1.8584
C 0.6231 -0.3647 -1.2012
C 0.6137 0.7332 -0.1616
C 0.6040 0.1552 1.1890
Cl 2.1663 -0.4064 1.8760
H -2.3661 -0.7661 3.1932
H -0.2102 -0.8974 -1.5810
H 1.6217 -0.8819 -1.1508
H 1.5517 1.2861 -0.4284
H -0.1750 1.5250 -0.3035


[7]
20
Properties=species:S:1:pos:R:3 method="wB97M-V/def2-TZVPD" homo_energy_ev="-23.153 / -25.093" charge=+4 spin_multiplicity=10 homo_lumo_gap_ev="6.2347 / 5.0508" e_above_lowest_kj_mol=0.00
Rh -1.5806 4.0586 -0.4620
Sm 1.4218 0.8100 0.6850
Cl -0.4700 3.3617 1.5788
Cl 3.1037 0.7021 -1.1300
C 0.2323 -0.1332 -1.3123
C -3.2117 3.5243 0.1780
C -1.9601 4.0704 -2.2216
O -0.3330 -0.6527 -2.1634
O -4.1793 3.0722 0.6598
O -2.0063 3.7816 -3.3513
N 0.5897 -3.7399 1.5327
C 1.9376 -3.0984 1.7241
C 1.7176 -1.6449 1.6346
O 2.5991 -0.7386 1.8618
O 0.5401 -1.2720 1.2306
H 0.0859 -3.7943 2.4314
H 0.6611 -4.7024 1.2014
H 0.0341 -3.1798 0.8707
H 2.3694 -3.3978 2.6785
H 2.6086 -3.3969 0.9170


[8]
15
Properties=species:S:1:pos:R:3 method="wB97M-V/def2-TZVPD" homo_energy_ev=-4.804 charge=-1 homo_lumo_gap_ev=7.9728 e_above_lowest_kj_mol=0.00
C -1.8129 -0.7845 0.7759
C -1.3437 0.2082 0.0432
C -0.4317 1.3233 0.6929
C 1.6840 0.4538 -1.1444
C 1.3351 -0.7752 -0.8133
O -0.4891 2.4246 0.1752
O 0.2056 0.9358 1.6918
S 1.5596 -1.4964 0.7779
Cl -2.9620 -1.9640 0.2419
Cl -1.8645 0.4953 -1.5628
H -1.4753 -0.9306 1.7886
H 1.4894 0.8382 -2.1320
H 2.1227 1.1349 -0.4356
H 0.9081 -1.4657 -1.5292
H 1.0746 -0.3978 1.4299


[9]
20
Properties=species:S:1:pos:R:3 method="wB97M-V/def2-TZVPD" homo_energy_ev=-14.625 charge=+1 smiles="[NH2+]=C1NC=N[C@@](C(F)(F)F)(C(Cl)(Cl)Cl)N1" homo_lumo_gap_ev=10.8098 e_above_lowest_kj_mol=35.36
N -2.4482 0.5600 1.2141
C -1.4128 0.2919 0.3800
N -1.7435 -0.1224 -0.8627
C -0.7967 -0.1821 -1.8780
N 0.4336 -0.1444 -1.7737
C 0.9276 -0.0960 -0.0488
C 1.3609 -1.6073 0.2323
F 1.3645 -1.7485 1.5621
F 0.2754 -2.3461 -0.0738
F 2.3919 -1.9487 -0.3822
C 1.9781 0.9651 -0.0017
Cl 1.1022 2.4475 -0.4730
Cl 2.5068 1.2349 1.7076
Cl 3.3746 0.6497 -1.0223
N -0.2067 0.3609 0.7890
H -3.1701 1.0350 0.7882
H -2.2596 0.6609 2.1471
H -2.5438 -0.6767 -1.0772
H -1.1752 -0.2957 -2.8666
H 0.0408 0.9619 1.6396


[10]
13
Properties=species:S:1:pos:R:3 method="wB97M-V/def2-TZVPD" homo_energy_ev=-7.845 smiles="[H]/N=C1/NC=C(Cl)C1=C" homo_lumo_gap_ev=7.8555 e_above_lowest_kj_mol=236.31
H 2.7343 1.2009 -0.5264
N 2.2390 0.1745 -0.1441
C 1.0523 -0.0684 -0.1469
N 0.7102 -1.4977 0.0124
C -0.7098 -1.7455 0.0830
C -1.3483 -0.5024 -0.0445
Cl -3.0341 -0.1057 -0.1578
C -0.2927 0.6212 -0.1913
C -0.5250 1.9261 0.1018
H 1.3533 -2.3225 -0.0870
H -1.0363 -2.8254 0.2947
H 0.3252 2.7707 0.3439
H -1.4681 2.3741 0.4620


[11]
14
Properties=species:S:1:pos:R:3 method="wB97M-V/def2-TZVPD" homo_energy_ev=-8.991 smiles=ClOPc1ccccn1 homo_lumo_gap_ev=8.5519 e_above_lowest_kj_mol=394.26
Cl -3.5464 -1.1880 -0.2059
O -3.1706 0.2604 -1.0968
P -2.3206 1.3953 -0.3242
C -0.3427 0.4897 -0.1745
C 0.5944 1.1164 0.6074
C 1.8084 0.4278 0.7763
C 1.8904 -0.9371 0.5049
C 0.7772 -1.4670 -0.1843
N -0.2807 -0.7708 -0.5956
H -1.9007 1.8119 -1.5805
H 0.3126 2.1418 0.9579
H 2.6759 0.9494 1.2164
H 2.8180 -1.6986 0.6478
H 0.6849 -2.5313 -0.5488


[12]
13
Properties=species:S:1:pos:R:3 method="wB97M-V/def2-TZVPD" homo_energy_ev=-9.494 smiles=C#C[C@@]1(S)[C@H](Cl)[C@@H]1O homo_lumo_gap_ev=10.0122 e_above_lowest_kj_mol=278.48
C 3.1092 -0.8426 -0.4730
C 2.0263 -0.4276 -0.2309
C 0.6413 0.0789 0.0122
S 0.2678 1.8058 -0.0652
C -0.3962 -0.9652 -0.4053
Cl -1.9260 -0.4534 -0.8561
C -0.0310 -0.7205 1.0653
O -0.8610 -0.2155 1.9525
H 4.2139 -1.0287 -0.5406
H -0.0484 1.8804 -1.4076
H -0.0727 -1.8852 -0.9165
H 0.6835 -1.5256 1.4888
H -1.5291 0.3588 1.5423


[13]
12
Properties=species:S:1:pos:R:3 method="wB97M-V/def2-TZVPD" homo_energy_ev=-8.700 homo_lumo_gap_ev=7.7901 e_above_lowest_kj_mol=96.56
C -0.1640 -0.9514 -1.6869
C -0.0330 0.2621 -1.1875
C 0.8643 0.5947 -0.0546
Cl 2.3997 1.2469 -0.4394
C 0.5199 0.4081 1.2067
C -0.7638 -0.0568 1.7319
S -2.2545 0.1463 1.0607
H -0.8532 -1.1166 -2.5131
H 0.3261 -1.8260 -1.2015
H -0.6010 1.1048 -1.6088
H 1.2738 0.6532 1.9653
H -0.7142 -0.4654 2.7272


[14]
12
Properties=species:S:1:pos:R:3 method="wB97M-V/def2-TZVPD" homo_energy_ev="-10.311 / -11.677" charge=+1 spin_multiplicity=2 homo_lumo_gap_ev="6.3617 / 7.7280" e_above_lowest_kj_mol=0.00
C 0.1693 0.8848 -2.6898
C -0.0225 2.0233 -2.0007
H 1.1297 0.6611 -3.1593
H -0.6126 0.1258 -2.7625
H -0.9589 2.2162 -1.4727
H 0.7829 2.7486 -1.8640
C 1.1889 -0.1639 0.6342
C 0.4848 -0.7675 1.4551
H 2.1325 0.2158 0.2697
C -0.4745 -1.3268 2.2503
O -0.6382 -2.1635 3.0846
Cs -3.1814 -4.4539 6.2551


[15]
16
Properties=species:S:1:pos:R:3 method="wB97M-V/def2-TZVPD" homo_energy_ev="-12.858 / -12.863" charge=+1 spin_multiplicity=9 homo_lumo_gap_ev="7.1355 / 5.9653" e_above_lowest_kj_mol=108.00
C 0.3222 0.5224 1.3757
C -1.0260 -0.0968 0.9768
O -1.6794 -0.2653 2.2222
C -1.1631 0.5963 3.1115
O -0.0339 1.1334 2.6381
O -1.6723 0.8734 4.1583
O 0.9053 1.3437 0.5632
F 1.2056 -0.5052 1.7381
H -0.8835 -0.8993 0.0372
Eu 1.8533 1.5999 -1.6319
H -1.6449 0.5771 0.3731
C 1.1770 -1.2105 -3.1323
C 0.3074 -0.3598 -2.6194
H 2.2469 -1.4352 -3.1584
H 0.7639 -1.9451 -3.8353
H -0.6785 0.0709 -2.8169


[16]
11
Properties=species:S:1:pos:R:3 method="wB97M-V/def2-TZVPD" homo_energy_ev=-9.061 smiles="CCC1=C=C1F" homo_lumo_gap_ev=9.6028 e_above_lowest_kj_mol=317.91
C 0.5511 0.0942 0.4878
C -0.6925 0.0772 -0.4675
C -2.0532 0.6189 -0.1028
C -3.2603 1.5060 -0.1175
C -3.2647 0.1403 0.2550
F -3.8529 -0.9710 0.6400
H 0.6938 1.1262 0.8204
H 0.4033 -0.5198 1.3678
H 1.4296 -0.2083 -0.0609
H -0.3951 0.6063 -1.3785
H -0.8501 -0.9791 -0.7194


[17]
16
Properties=species:S:1:pos:R:3 method="wB97M-V/def2-TZVPD" homo_energy_ev=-5.200 charge=-1 homo_lumo_gap_ev=7.4174 e_above_lowest_kj_mol=0.00
C 2.4722 0.3990 -0.2365
C -3.5891 -0.2012 0.0081
C 0.6344 -1.1154 -0.1631
C 1.0388 0.1580 -0.1988
C 0.0148 1.3000 0.0744
N 3.2603 -0.5525 0.1470
N 3.3585 -1.6490 0.4585
O -2.9417 0.6400 0.5369
O -4.4671 -0.2800 -0.7814
F 3.1027 1.6105 -0.3954
F -2.9707 -1.5819 0.3890
H -0.3972 -1.3550 0.0282
H 1.2984 -1.8854 -0.4635
H -0.8673 0.6507 0.0087
H -0.1043 2.2396 -0.5311
H 0.1573 1.6228 1.1190


[18]
13
Properties=species:S:1:pos:R:3 method="wB97M-V/def2-TZVPD" homo_energy_ev=-9.336 smiles="C=C(F)/C=C(/F)CF" homo_lumo_gap_ev=9.6871 e_above_lowest_kj_mol=46.32
C 0.8073 -1.0155 -1.3068
C 1.3661 -0.0578 -0.5177
F 2.7475 -0.0604 -0.2260
C 0.7278 1.0438 0.1607
C -0.5342 0.9663 0.6165
F -1.1728 2.0727 1.0221
C -1.3916 -0.2881 0.8098
F -1.9801 -0.6902 -0.3810
H 1.3164 -1.7979 -1.7794
H -0.2584 -0.9746 -1.4087
H 1.3072 1.9144 0.3490
H -0.7819 -1.1238 1.1415
H -2.1533 0.0111 1.5200


[19]
15
Properties=species:S:1:pos:R:3 method="wB97M-V/def2-TZVPD" homo_energy_ev=-8.010 homo_lumo_gap_ev=6.7311 e_above_lowest_kj_mol=234.64
C -0.6742 -0.1226 1.6719
C -1.6172 0.2759 0.0496
C 1.3782 -0.0843 0.4136
C 0.7114 0.4381 -0.8686
C -0.8060 0.3920 -1.0131
N 0.5521 -0.5447 1.5698
O 2.4727 0.3588 0.6675
O -1.3239 0.5952 -2.2499
I -3.6025 0.4393 0.2726
I 1.5962 -2.7868 -0.0381
H -1.2704 -0.2966 2.5402
H 0.9672 1.5159 -0.7321
H 1.1055 0.1156 -1.8124
H 1.0988 -1.0214 2.4247
H -0.5877 0.7257 -2.8956


[20]
14
Properties=species:S:1:pos:R:3 method="wB97M-V/def2-TZVPD" homo_energy_ev=-7.850 homo_lumo_gap_ev=7.4904 e_above_lowest_kj_mol=225.28
C -1.4542 -1.0326 0.9845
C -2.7690 -1.1058 0.4274
C 0.5191 0.1705 0.4051
C 3.2463 0.3883 -1.0568
C 2.7691 1.4674 -0.4592
N -0.6124 -0.1515 0.6583
N -3.2960 0.0231 0.0206
S 1.3285 1.6041 0.6633
I -5.1992 0.0060 -0.5433
H -1.1167 -1.7731 1.8066
H -3.2980 -2.0359 0.4420
H 3.9778 0.4114 -1.8142
H 3.0528 -0.5727 -0.7504
H 2.8521 2.6009 -0.7839